29
Properties=species:S:1:pos:R:3:lowdin_charge:R:1 method="wB97M-V/def2-TZVPD" s_squared=2.009 e_lumo_ha="0.120 / 0.120" gap_ev="6.93 / 8.54" multiplicity=3 homo_energy_ev="-3.67 / -5.28" total_charge=-1
V -1.40031 -1.38284 0.76458 0.896
O -2.92783 -0.48378 0.23447 -0.397
H -3.65139 -1.10950 0.33863 -0.027
O -2.38063 -3.15992 0.95939 -0.458
H -2.11140 -3.47422 1.83826 -0.063
O -0.15787 -2.14317 -0.48462 -0.405
H -0.69756 -2.94547 -0.69780 -0.020
O -0.65123 -0.79103 2.54582 -0.441
H -0.24788 -1.41132 3.20133 -0.016
O 1.99290 0.39338 3.33062 -0.099
H 1.04369 0.04847 3.19819 0.022
H 1.93118 1.27044 3.66154 -0.007
C -1.29002 0.73126 -2.13231 -0.047
C -0.04199 0.65641 -1.23586 -0.426
C 0.90827 1.85321 -1.30792 -0.260
O 2.03395 1.68349 -0.53743 -0.186
C 2.62564 0.41446 -0.73196 -0.088
N -0.32997 0.52007 0.21514 0.010
H -1.97085 -0.05909 -1.82697 0.048
H -1.01475 0.66994 -3.19596 0.078
H -1.83791 1.68018 -1.93479 0.083
H 0.58341 -0.09755 -1.64589 0.084
H 0.36397 2.78614 -0.99847 0.130
H 1.22253 2.05097 -2.42790 0.145
H 1.97914 -0.43219 -0.62715 0.068
H 3.37502 0.38638 -0.00762 0.074
H 3.06239 0.43573 -1.76495 0.110
H -0.93285 1.31178 0.54593 0.132
H 0.52235 0.59778 0.72370 0.062